Computed, not measured: C22H26Ge2O3PdSSbSe4 as an isolated structure, with wB97M-V/def2-TZVPD.

Computed properties:
- Electronic energy: -424647.413 eV
- Spin multiplicity: 6
- Relative energy (zero: lowest compared OMol25 entry of this formula, charge and spin): 0.0 kcal per mole
- LUMO (spin up / spin down): -0.3 / -2.9 eV

Each line ends with the Mulliken spin population.
Atoms and positions in Å:
Pd 2.295 -0.951 0.424  0.6166
Se 5.800 -1.029 2.290  0.7663
Sb 3.889 0.491 2.314  0.1930
Se 3.957 -2.701 0.518  1.8202
Se 1.874 -0.942 3.006  0.2889
Se 3.824 1.819 4.497  1.2005
C -0.166 1.252 -6.263  0.0000
C 0.514 1.329 -4.921  0.0000
C 0.240 2.384 -4.053  0.0003
C 0.879 2.480 -2.829  -0.0025
C 1.798 1.507 -2.457  0.0076
C 2.081 0.448 -3.302  0.0069
C 1.437 0.366 -4.530  0.0023
S 2.667 1.677 -0.916  -0.0060
O 3.148 3.025 -0.845  0.0112
O 3.686 0.611 -0.942  0.0321
O 1.682 1.351 0.164  0.0275
H -1.213 1.550 -6.194  0.0000
H -0.120 0.243 -6.673  0.0000
H 0.318 1.921 -6.977  0.0000
H -0.476 3.144 -4.347  0.0001
H 0.690 3.315 -2.164  0.0000
H 2.810 -0.291 -3.006  0.0010
H 1.659 -0.462 -5.193  0.0001
C -2.988 1.360 2.307  0.0000
Ge -1.041 1.611 2.176  -0.0039
C -0.223 2.108 3.892  0.0128
C -0.705 3.080 0.926  0.0017
Ge -0.184 -0.633 1.589  0.0252
C -0.247 -1.133 -0.296  -0.0177
C -0.850 -0.216 -1.162  0.0048
C -1.142 -0.562 -2.468  0.0042
C -0.782 -1.814 -2.954  -0.0044
C -0.135 -2.718 -2.128  -0.0349
C 0.118 -2.387 -0.801  0.0290
C -1.081 -2.004 2.681  0.0103
C -1.231 -3.330 2.278  -0.0037
C -1.852 -4.256 3.104  -0.0011
C -2.334 -3.868 4.346  0.0015
C -2.193 -2.552 4.761  -0.0018
C -1.570 -1.629 3.932  0.0045
H -3.448 2.311 2.583  -0.0001
H -3.263 0.604 3.040  -0.0007
H -3.389 1.057 1.338  0.0005
H -0.767 2.949 4.325  -0.0033
H 0.806 2.421 3.715  -0.0067
H -0.204 1.291 4.610  0.0016
H -1.239 3.956 1.301  0.0000
H -1.064 2.857 -0.078  0.0002
H 0.359 3.293 0.867  -0.0012
H -1.100 0.775 -0.801  -0.0023
H -1.629 0.156 -3.115  -0.0002
H -0.996 -2.078 -3.983  -0.0002
H 0.164 -3.689 -2.502  -0.0018
H 0.595 -3.120 -0.162  0.0215
H -0.869 -3.653 1.311  0.0012
H -1.957 -5.283 2.776  0.0002
H -2.817 -4.591 4.991  0.0000
H -2.563 -2.242 5.730  0.0003
H -1.452 -0.609 4.276  -0.0015



Computed, not measured: one molecule with the formula C22H26N2O5S in a non-equilibrium geometry, with wB97M-V/def2-TZVPD.

Computed properties:
- Electronic energy: -47289.802 eV
- Spin multiplicity: 1
- Relative energy (zero: lowest compared OMol25 entry of this formula, charge and spin): 17.9 kcal per mole
- LUMO: 0.4 eV
- Structure (SMILES): CCCCN(c1ccccc1)S(=O)(=O)c1ccc2c(c1)CCN2C(=O)CCC(=O)O

Each line ends with the Mulliken charge.
Atoms and positions in Å:
C -7.963 -0.564 1.399  -1.3301
C -6.529 -1.020 1.640  -0.3519
C -5.565 -0.404 0.630  -0.4290
C -4.129 -0.869 0.868  -1.1962
N -3.228 -0.344 -0.132  0.0788
C -2.879 1.002 -0.177  0.0655
C -3.025 1.849 0.923  -0.2464
C -2.623 3.170 0.849  -0.8036
C -2.067 3.676 -0.312  -0.6050
C -1.936 2.846 -1.413  -0.7171
C -2.342 1.528 -1.353  -0.1003
S -2.306 -1.427 -1.039  1.5827
O -2.584 -1.293 -2.438  -0.7076
O -2.503 -2.720 -0.451  -0.7886
C -0.643 -0.863 -0.700  0.0781
C 0.205 -0.503 -1.727  -0.5196
C 1.483 -0.039 -1.455  -1.1866
C 1.877 0.052 -0.128  0.1579
C 1.013 -0.326 0.906  0.5520
C -0.252 -0.788 0.628  -0.5802
C 1.685 -0.142 2.232  -0.7860
C 3.059 0.438 1.858  -0.7509
N 3.088 0.503 0.394  0.1544
C 4.163 0.870 -0.351  0.5164
O 4.168 0.825 -1.566  -0.6713
C 5.404 1.363 0.387  -0.6901
C 6.595 0.521 -0.074  -0.9488
C 6.532 -0.873 0.524  0.7191
O 5.800 -1.185 1.421  -0.5233
O 7.383 -1.761 -0.007  -0.5025
H -8.038 0.519 1.481  0.3344
H -8.635 -1.012 2.126  0.3898
H -8.291 -0.853 0.403  0.3320
H -6.476 -2.108 1.569  0.3083
H -6.224 -0.739 2.651  0.3341
H -5.609 0.686 0.695  0.3663
H -5.858 -0.688 -0.382  0.3209
H -4.070 -1.955 0.776  0.6405
H -3.798 -0.597 1.879  0.2595
H -3.452 1.484 1.844  0.3903
H -2.745 3.807 1.713  0.3933
H -1.751 4.707 -0.362  0.4057
H -1.522 3.231 -2.333  0.4321
H -2.269 0.897 -2.223  0.7240
H -0.148 -0.590 -2.742  0.5302
H 2.154 0.244 -2.248  0.5447
H -0.933 -1.093 1.407  0.5064
H 1.117 0.535 2.871  0.3074
H 1.781 -1.095 2.754  0.3559
H 3.870 -0.206 2.205  0.3197
H 3.187 1.442 2.273  0.3806
H 5.561 2.401 0.087  0.3974
H 5.313 1.311 1.467  0.2643
H 7.537 0.982 0.237  0.4651
H 6.581 0.454 -1.165  0.4751
H 7.897 -1.400 -0.742  0.3521



Computed, not measured: one molecule with the formula C22H26N2O7 in a non-equilibrium geometry, with wB97M-V/def2-TZVPD.

Computed properties:
- Electronic energy: -40547.003 eV
- Spin multiplicity: 1
- Relative energy (zero: lowest compared OMol25 entry of this formula, charge and spin): 79.0 kcal per mole
- LUMO: -0.3 eV
- Structure (SMILES): CCOc1cc([C@H]2C(C(=O)OC(C)C)=C(C)NC3=C2C(=O)CCC3)cc([N+](=O)[O-])c1O

Each line ends with the Mulliken charge.
Atoms and positions in Å:
C -4.189 -0.067 2.891  -0.7651
C -3.636 -1.484 2.772  -0.4589
O -3.483 -1.905 1.427  -0.5191
C -2.489 -1.381 0.678  0.2481
C -1.484 -0.551 1.135  0.6478
C -0.509 -0.040 0.276  -1.1136
C 0.527 0.933 0.797  0.8921
C 1.908 0.502 0.346  -1.0445
C 2.368 -0.709 1.034  0.2534
O 1.732 -1.240 1.919  -0.6556
O 3.553 -1.176 0.608  -0.2971
C 4.035 -2.379 1.227  0.5186
C 3.381 -3.593 0.575  -1.3712
C 5.549 -2.386 1.066  -1.4242
C 2.566 1.155 -0.637  0.7082
C 3.886 0.765 -1.217  -1.1868
N 2.019 2.301 -1.174  -0.0046
C 0.896 2.906 -0.676  0.2066
C 0.169 2.315 0.296  -0.7612
C -1.031 2.924 0.848  0.3479
O -1.698 2.393 1.718  -0.6054
C -1.440 4.257 0.247  -0.8236
C -0.242 5.061 -0.238  -0.8761
C 0.543 4.241 -1.257  -0.9783
C -0.533 -0.384 -1.051  0.1512
C -1.523 -1.250 -1.540  -1.3333
N -1.488 -1.572 -2.916  1.1822
O -2.344 -2.337 -3.366  -0.8043
O -0.620 -1.083 -3.611  -0.6536
C -2.520 -1.762 -0.691  1.2664
O -3.496 -2.578 -1.085  -0.6278
H -3.495 0.669 2.494  0.1484
H -5.125 0.008 2.342  0.3147
H -4.376 0.159 3.937  0.3531
H -2.689 -1.584 3.315  0.3218
H -4.351 -2.200 3.188  0.3588
H -1.437 -0.265 2.171  0.5380
H 0.481 0.918 1.891  1.0250
H 3.759 -2.346 2.289  0.3106
H 3.603 -3.611 -0.490  0.2913
H 3.754 -4.504 1.033  0.4213
H 2.303 -3.547 0.710  0.3697
H 5.965 -3.266 1.548  0.4492
H 5.981 -1.498 1.521  0.3403
H 5.810 -2.401 0.011  0.3106
H 4.195 1.469 -1.988  0.4270
H 3.825 -0.230 -1.653  0.2078
H 4.648 0.729 -0.443  0.2590
H 2.532 2.775 -1.903  0.3071
H -2.106 4.038 -0.593  0.2956
H -2.017 4.811 0.989  0.3755
H 0.404 5.299 0.610  0.3615
H -0.573 5.999 -0.686  0.3591
H -0.069 4.086 -2.152  0.2653
H 1.449 4.772 -1.561  0.3994
H 0.199 -0.006 -1.747  0.6786
H -3.387 -2.758 -2.048  0.3935



Computed, not measured: C22H26N2OPPdS2Se2 as an isolated structure, with wB97M-V/def2-TZVPD.

Computed properties:
- Electronic energy: -193398.087 eV
- Charge: -1
- Spin multiplicity: 1
- Relative energy (zero: lowest compared OMol25 entry of this formula, charge and spin): 25.7 kcal per mole
- LUMO: 1.9 eV

Each line ends with the Mulliken charge.
Atoms and positions in Å:
Pd 0.583 0.954 -0.345  -0.2244
Se 2.253 2.174 1.314  -0.5822
P 1.063 0.565 2.154  0.6265
Se 1.018 -1.433 1.268  -0.5507
C -0.661 1.118 2.460  0.8087
C -1.008 2.466 2.429  -0.3939
C -2.316 2.857 2.671  -0.5970
C -3.293 1.912 2.949  -0.3882
C -2.953 0.568 2.992  -0.6053
C -1.645 0.173 2.754  -0.5559
C 1.613 0.354 3.918  0.5703
C 1.495 -0.865 4.574  -0.1829
C 1.868 -0.993 5.905  -0.6945
C 2.363 0.101 6.600  -0.3538
C 2.481 1.324 5.953  -0.6772
C 2.109 1.446 4.623  -0.4031
H -0.245 3.195 2.185  0.3141
H -2.575 3.908 2.630  0.3656
H -4.316 2.222 3.131  0.3749
H -3.708 -0.179 3.211  0.3745
H -1.373 -0.875 2.769  0.3031
H 1.125 -1.724 4.026  0.2613
H 1.774 -1.954 6.396  0.3710
H 2.663 0.000 7.637  0.3480
H 2.869 2.186 6.482  0.3655
H 2.214 2.397 4.115  0.2557
C 4.078 -0.721 -4.345  -1.0304
C 4.080 -0.500 -2.843  -0.6097
S 2.441 -0.055 -2.189  0.7277
O 1.911 0.963 -3.147  -0.6853
C 1.590 -1.635 -2.569  -0.4395
C 0.498 -1.433 -3.605  -0.8106
H 5.098 -0.734 -4.735  0.3828
H 3.531 0.089 -4.827  0.2641
H 3.603 -1.665 -4.616  0.2425
H 4.705 0.353 -2.571  0.4009
H 4.433 -1.363 -2.276  0.3315
H 1.169 -1.951 -1.612  0.1103
H 2.327 -2.373 -2.888  0.4699
H -0.149 -0.604 -3.319  -0.0399
H -0.109 -2.337 -3.682  0.3961
H 0.910 -1.199 -4.586  0.3472
N -4.573 -2.002 -3.772  -0.3413
C -3.658 -1.099 -4.171  0.0800
S -3.406 -0.752 -5.760  -0.3701
C -2.912 -0.451 -3.064  0.7727
C -2.634 -1.139 -1.881  -0.8629
C -1.934 -0.494 -0.880  0.1839
N -1.529 0.778 -0.974  -0.4975
C -1.806 1.438 -2.106  -0.6050
C -2.469 0.861 -3.177  -0.4246
H -5.125 -2.472 -4.468  0.2187
H -4.807 -2.102 -2.800  0.2080
H -2.894 -2.181 -1.747  0.3444
H -1.650 -1.004 0.035  0.3081
H -1.469 2.466 -2.147  0.3856
H -2.648 1.422 -4.083  0.4123



Computed, not measured: one molecule with the formula C22H26N4O6S in a non-equilibrium geometry, with wB97M-V/def2-TZVPD.

Computed properties:
- Electronic energy: -52313.358 eV
- Spin multiplicity: 1
- Relative energy (zero: lowest compared OMol25 entry of this formula, charge and spin): 130.4 kcal per mole
- LUMO: -0.3 eV
- Structure (SMILES): Cc1ccc(S(=O)(=O)N2CCN(c3ccc(C(=O)N4CCOCC4)cc3[N+](=O)[O-])CC2)cc1

Each line ends with the Mulliken charge.
Atoms and positions in Å:
C -8.010 -2.751 1.295  -1.4007
C -7.030 -1.843 0.622  0.9884
C -7.078 -0.465 0.813  -0.8342
C -6.165 0.366 0.188  -0.4731
C -5.202 -0.186 -0.632  -0.2039
S -4.016 0.903 -1.394  1.4845
O -4.667 2.074 -1.897  -0.7827
O -3.181 0.154 -2.297  -0.6830
N -3.126 1.375 -0.028  0.0965
C -2.277 0.291 0.440  -0.9597
C -1.009 0.814 1.109  -1.0873
N -0.241 1.612 0.181  0.4061
C 1.110 1.549 0.095  1.1600
C 1.773 1.842 -1.117  -0.5276
C 3.117 1.621 -1.275  -1.4664
C 3.891 1.071 -0.246  0.2349
C 5.357 0.892 -0.460  0.3290
O 6.024 1.775 -0.971  -0.6781
N 5.906 -0.267 -0.020  0.0486
C 5.201 -1.491 0.286  -0.3855
C 5.554 -2.552 -0.769  -0.7650
O 6.942 -2.758 -0.854  -0.3705
C 7.611 -1.561 -1.190  -0.5342
C 7.337 -0.470 -0.153  -0.7680
C 3.291 0.867 0.979  -0.4159
C 1.935 1.139 1.171  0.0333
N 1.494 1.122 2.525  1.1170
O 2.035 0.344 3.293  -0.6777
O 0.640 1.926 2.863  -0.6176
C -1.018 2.354 -0.796  -0.8194
C -2.406 2.618 -0.220  -1.3187
C -5.132 -1.550 -0.839  -0.1345
C -6.048 -2.375 -0.211  -0.7350
H -8.532 -3.358 0.556  0.3501
H -8.743 -2.185 1.863  0.3451
H -7.492 -3.429 1.972  0.3216
H -7.837 -0.042 1.454  0.3127
H -6.190 1.436 0.316  0.4342
H -2.846 -0.310 1.156  0.4243
H -2.002 -0.347 -0.411  0.5609
H -0.412 -0.047 1.424  0.6729
H -1.268 1.391 2.007  0.2083
H 1.206 2.218 -1.951  0.4350
H 3.598 1.853 -2.213  0.4595
H 4.125 -1.326 0.288  0.4153
H 5.517 -1.845 1.273  0.2145
H 5.116 -3.515 -0.502  0.3556
H 5.160 -2.231 -1.747  0.3468
H 8.674 -1.805 -1.225  0.3558
H 7.283 -1.214 -2.181  0.3112
H 7.787 0.475 -0.458  0.4532
H 7.736 -0.779 0.819  0.3003
H 3.865 0.551 1.838  0.5273
H -1.134 1.788 -1.731  0.4485
H -0.518 3.302 -1.007  0.7676
H -2.329 3.140 0.738  0.3249
H -2.999 3.222 -0.908  0.4992
H -4.370 -1.941 -1.495  0.4953
H -6.006 -3.442 -0.368  0.4003



Computed, not measured: C22H26NOsP2 as an isolated structure in a non-equilibrium geometry, with wB97M-V/def2-TZVPD.

Computed properties:
- Electronic energy: -45740.011 eV
- Charge: +3
- Spin multiplicity: 5
- Relative energy (zero: lowest compared OMol25 entry of this formula, charge and spin): 39.9 kcal per mole
- LUMO (spin up / spin down): -10.1 / -12.8 eV

Each line ends with the Mulliken spin population.
Atoms and positions in Å:
Os -0.451 -0.329 -0.482  2.5677
N -0.469 -2.504 -0.632  0.0584
C 0.123 -2.696 0.717  0.0259
C 1.378 -3.199 0.962  0.0127
C 1.980 -3.090 2.157  0.0857
C 1.210 -2.844 3.316  -0.0031
C -0.116 -2.566 3.105  0.0902
C -0.711 -2.330 1.824  0.1514
C -2.017 -1.726 1.658  0.2199
C -3.129 -2.134 2.447  0.0441
C -4.391 -1.633 2.335  0.0758
C -4.497 -0.790 1.205  0.2286
C -3.435 -0.316 0.283  0.0338
C -2.213 -0.774 0.563  0.1714
H 0.039 -2.993 -1.272  0.0073
H -1.388 -2.861 -0.500  0.0158
H 1.922 -3.673 0.083  0.0019
H 2.931 -3.344 2.385  -0.0001
H 1.524 -3.040 4.350  0.0015
H -0.821 -2.438 3.933  0.0003
H -3.031 -2.978 3.175  -0.0014
H -5.210 -1.997 2.920  0.0012
H -5.440 -0.443 0.915  0.0089
H -3.801 0.155 -0.649  0.0095
C 2.443 0.939 1.118  0.0050
P 0.740 1.413 0.623  0.0585
C -0.017 2.010 2.163  0.0131
C 1.042 2.625 -0.720  -0.0206
C 1.121 3.991 -0.462  0.0091
C 1.458 4.866 -1.520  0.0015
C 1.439 4.389 -2.786  0.0100
C 1.287 3.020 -3.053  -0.0081
C 1.088 2.140 -2.069  0.0153
P 0.575 0.438 -2.426  0.0586
C 1.990 -0.563 -3.045  0.0275
C -0.603 0.240 -3.731  0.0004
H 2.650 1.730 1.910  -0.0004
H 3.122 0.873 0.321  0.0012
H 2.366 -0.001 1.720  0.0037
H 0.373 2.958 2.508  0.0042
H 0.201 1.285 2.943  0.0001
H -1.058 2.089 2.033  0.0012
H 0.992 4.365 0.545  0.0002
H 1.617 5.925 -1.337  -0.0002
H 1.712 5.108 -3.597  0.0004
H 1.230 2.642 -4.071  0.0010
H 2.203 -0.186 -4.030  0.0085
H 1.603 -1.522 -3.319  0.0052
H 2.868 -0.796 -2.480  -0.0075
H -0.184 0.564 -4.664  -0.0001
H -1.512 0.833 -3.538  0.0039
H -0.732 -0.833 -3.832  0.0007